Formula: C9H7N2O5V
Source: OMol25
Level of theory: the ωB97M-V functional and the def2-TZVPD basis

Properties
LUMO (alpha / beta) ... -10.79 / -10.93 eV
Energy ... -1776.127964 Ha
Net charge ... +2
HOMO level (alpha / beta) ... -0.612 / -0.612 Eh
Spin multiplicity ... 3

XYZ file:
```
24
Properties=species:S:1:pos:R:3:lowdin_spin:R:1
V 0.0088 -0.2125 0.1388 1.680
O -1.0948 -2.5910 -1.3855 0.079
O 3.1175 -0.4414 0.5356 0.045
O 0.0310 2.9423 1.0611 0.015
O -3.7524 2.2130 -3.7094 0.000
O -1.4933 -0.6272 2.7675 0.105
N 0.8351 -2.2990 1.0034 -0.018
N 1.8253 -4.2674 1.0400 0.004
C 2.0241 -3.0632 -1.0771 0.004
C 0.0212 1.9345 0.5183 0.000
C 1.9708 -0.2716 0.2898 0.026
C -0.6655 -1.5841 -0.9552 0.034
C 1.5345 -3.1671 0.2888 0.006
C -2.7498 1.8645 -3.2657 0.000
C -0.9517 -0.4229 1.7470 0.051
C 1.3325 -4.0730 2.3150 0.000
C 0.6881 -2.8503 2.2814 -0.001
H 1.6293 -3.8844 -1.6767 0.000
H 0.2204 -2.3574 3.0915 0.000
H -1.4214 0.2960 -0.2648 -0.033
H 3.1137 -3.1242 -1.0648 0.001
H 1.4182 -4.8085 3.1092 0.000
H 1.7524 -2.1284 -1.5607 0.002
H 2.3839 -5.0537 0.6499 0.000
```